# 1
The following is a quantum chemistry calculation of a molecular structure, C47H48N10O2S4SiY in a non-equilibrium geometry, from the OMol25 dataset.

```
113
Properties=species:S:1:pos:R:3:forces:R:3:lowdin_charge:R:1
Y -14.9692 -16.1418 2.0022 0.64 -0.11 0.18 1.22
C -18.0556 -16.3825 -0.1389 0.05 -0.12 0.29 -0.07
N -17.3389 -17.1729 0.8720 -0.15 -0.60 0.45 -0.15
C -18.3275 -17.5549 1.9512 0.22 0.66 -0.37 -0.13
C -17.7822 -17.3709 3.3713 -0.59 0.84 -0.08 -0.17
N -16.9855 -16.1201 3.5721 0.29 -0.30 0.17 -0.22
C -17.8098 -14.9117 3.3604 0.38 0.28 1.13 -0.07
C -16.3349 -16.1983 4.9070 -0.31 0.12 -0.08 -0.28
C -16.8956 -16.9519 5.9344 0.24 -0.40 -0.01 -0.05
C -16.1501 -17.3937 7.0107 0.06 0.05 0.14 -0.09
C -14.8578 -16.9248 7.1724 -0.58 0.05 0.48 -0.10
C -14.4016 -15.9784 6.3037 1.49 0.94 -0.54 -0.12
C -15.0865 -15.6169 5.1297 -0.05 -0.19 -0.08 -0.62
S -14.3933 -14.5206 3.9384 0.44 0.61 0.35 0.55
C -16.6420 -18.2734 0.2151 0.19 -0.23 -0.08 -0.16
C -17.1324 -19.5051 0.0327 0.13 -0.18 0.16 -0.01
C -16.4188 -20.7651 -0.2505 -0.12 -0.36 -0.35 -0.09
C -15.0977 -20.9506 -0.2580 -0.09 -0.03 1.43 -0.06
C -14.1332 -19.8151 -0.0367 0.37 -0.53 0.84 -0.20
C -14.3085 -18.6036 1.0628 1.14 0.69 0.55 -0.72
S -12.6238 -17.7602 1.2525 -1.33 0.12 -0.48 0.47
H -18.9377 -16.9351 -0.4317 -0.37 -0.16 -0.44 0.09
H -18.3637 -15.4376 0.2713 -0.07 0.49 0.18 0.05
H -17.4260 -16.1856 -0.9827 0.25 0.06 -0.44 0.07
H -19.2008 -16.8699 1.8475 0.54 -0.57 -0.17 0.12
H -18.6800 -18.5907 1.7970 0.11 0.54 0.35 0.12
H -18.6689 -17.3209 4.0480 0.43 -0.32 -0.43 0.13
H -17.1186 -18.1602 3.6638 -0.15 -0.44 0.19 0.06
H -18.5201 -14.8701 4.2038 -0.21 0.20 -0.43 0.11
H -17.1972 -13.9933 3.3753 -0.11 -0.74 0.12 0.03
H -18.3012 -14.9380 2.3973 -0.20 -0.14 -0.10 0.06
H -17.8932 -17.3081 5.8553 -0.58 -0.36 -0.16 0.10
H -16.5240 -18.1409 7.6973 -0.31 0.12 -0.01 0.10
H -14.2633 -17.2169 8.0278 0.07 -0.10 -0.06 0.10
H -13.4098 -15.5297 6.5015 -0.64 -0.21 -0.38 0.11
H -18.1506 -19.7013 0.3270 -0.26 0.15 0.01 0.10
H -17.0450 -21.6724 -0.2844 0.23 0.62 -0.09 0.11
H -14.7048 -21.9591 -0.1688 -0.02 0.03 -0.36 0.10
H -13.0766 -20.1441 0.0006 -0.54 0.26 -0.35 0.12
N -9.7525 -22.1214 3.6832 -0.28 0.00 -0.11 0.09
C -11.0432 -21.6090 3.5207 -0.66 -0.73 0.19 -0.32
C -12.1164 -22.3215 2.9440 1.17 -0.44 0.05 -0.03
C -13.3931 -21.8064 2.9091 0.26 0.53 0.09 -0.07
C -13.6559 -20.5705 3.4729 0.52 0.11 0.25 -0.27
C -12.6014 -19.9148 4.0996 -0.75 1.22 -0.18 -0.08
C -11.3180 -20.3923 4.1073 -0.04 0.38 0.20 -0.04
S -15.2073 -19.7369 3.2430 1.09 1.23 1.46 0.57
O -15.9752 -20.6411 2.4662 -1.47 -1.76 -0.27 -0.29
O -15.6954 -19.3063 4.5583 0.48 -0.52 -1.17 -0.32
N -14.9060 -18.4587 2.3745 -0.57 -0.33 0.23 -0.32
C -15.1809 -17.9213 -0.0717 0.26 -0.37 0.20 -0.40
N -15.0269 -16.4827 -0.2736 -0.55 -0.98 0.15 -0.04
C -14.6261 -16.1430 -1.4306 1.08 0.24 -1.30 -0.13
C -14.0726 -17.0398 -2.4156 -0.10 0.48 -0.90 -0.05
C -13.8994 -18.3580 -2.1154 -0.75 0.23 1.09 -0.04
N -14.5064 -18.8152 -1.0020 0.13 1.37 -1.48 -0.01
H -9.4237 -22.6925 2.9310 0.14 -0.23 -0.31 0.08
H -9.1185 -21.3684 3.8857 0.37 -0.05 -0.02 0.08
H -11.9294 -23.3108 2.5241 0.00 0.19 0.05 0.11
H -14.1674 -22.3396 2.4207 -0.67 -0.43 -0.35 0.09
H -12.7990 -18.9176 4.4793 0.04 -0.05 0.13 0.11
H -10.5154 -19.7917 4.5355 -0.18 -0.14 -0.01 0.12
H -14.5897 -15.0736 -1.6452 0.12 -0.15 0.10 0.10
H -13.6955 -16.6136 -3.3446 -0.11 -0.18 0.33 0.09
H -13.3344 -19.0845 -2.6865 0.10 0.16 -0.03 0.14
C -16.8568 -11.2269 3.3714 0.81 -0.34 0.17 0.01
C -17.3688 -11.2436 1.9887 -0.89 0.49 -0.21 -0.33
N -18.3155 -10.4558 1.5716 -0.02 -0.16 0.18 0.11
N -18.5628 -10.8725 0.3001 -0.30 0.60 0.04 0.01
C -17.7755 -11.8956 -0.0958 -1.00 0.02 -1.47 -0.85
S -17.7579 -12.7459 -1.5398 -0.09 0.05 0.00 0.53
N -17.0233 -12.0957 0.9701 1.72 -1.11 1.95 -0.07
N -16.1297 -13.1804 1.1766 -0.11 0.10 -0.07 0.10
H -17.2534 -10.3599 3.8680 -0.21 0.42 0.08 0.08
H -15.7623 -11.1358 3.3742 -0.16 -0.19 0.13 0.07
H -17.1561 -12.1027 3.9621 0.17 0.13 -0.32 0.07
H -19.3122 -10.4154 -0.1928 0.28 -0.30 -0.31 0.14
H -15.4855 -13.3122 0.3855 -0.39 0.32 -0.19 -0.02
H -15.4847 -12.8701 1.9055 -0.03 -0.06 0.11 -0.01
C -8.4651 -14.0515 1.5865 -0.41 -0.42 0.18 -0.11
C -9.5118 -14.3990 2.4471 0.84 -0.73 0.89 -0.10
C -10.8298 -14.1871 2.1019 -0.44 0.32 0.46 -0.16
C -11.1919 -13.5342 0.9228 0.25 -0.03 0.20 -0.30
C -10.1451 -13.2181 0.0559 -0.71 -0.08 -0.06 -0.10
C -8.8340 -13.5045 0.3707 0.83 0.37 -0.31 -0.12
Si -13.0223 -13.0734 0.7594 -0.13 -0.25 -0.18 0.72
C -13.1280 -11.5528 1.9375 0.66 0.34 0.75 -0.30
C -12.4459 -11.4873 3.1826 -0.89 0.25 0.15 -0.09
C -12.5750 -10.3797 4.0360 -0.01 -0.65 -1.07 -0.09
C -13.2957 -9.2625 3.6295 -0.08 -0.50 -0.06 -0.12
C -13.9522 -9.2887 2.4095 0.26 -0.13 -0.74 -0.11
C -13.8584 -10.4112 1.5717 -0.13 -0.03 0.81 -0.14
C -13.0188 -12.0229 -0.8492 0.00 0.33 -0.41 -0.31
C -12.0738 -11.0026 -1.0589 0.07 0.15 0.85 -0.14
C -11.9829 -10.2649 -2.2138 -0.21 0.46 -1.01 -0.10
C -12.8720 -10.5359 -3.2629 -0.33 -0.57 0.34 -0.10
C -13.8641 -11.5055 -3.0788 0.76 0.89 0.23 -0.09
C -13.9460 -12.1847 -1.8699 0.07 -0.75 -0.22 -0.14
H -7.4095 -14.2497 1.8196 -0.58 0.11 -0.01 0.10
H -9.3059 -14.8951 3.4163 -0.01 0.39 -0.63 0.10
H -11.6149 -14.4345 2.8279 0.30 -0.20 -0.29 0.06
H -10.3863 -12.7222 -0.8748 0.21 -0.08 -0.10 0.08
H -8.0674 -13.2291 -0.3438 0.10 -0.03 -0.05 0.09
H -11.8920 -12.3483 3.5534 -0.03 0.21 -0.21 0.08
H -12.0998 -10.4200 4.9940 0.24 0.13 0.43 0.09
H -13.3634 -8.4136 4.2782 -0.06 0.43 0.21 0.08
H -14.4713 -8.4097 2.0344 -0.10 -0.09 0.21 0.10
H -14.4041 -10.4237 0.6375 0.02 0.18 -0.17 0.09
H -11.4292 -10.7281 -0.2309 0.17 -0.14 -0.01 0.11
H -11.2513 -9.4504 -2.3392 -0.30 -0.53 0.22 0.10
H -12.8137 -10.0135 -4.2061 0.07 0.15 -0.06 0.09
H -14.5718 -11.7002 -3.8564 -0.36 -0.10 -0.35 0.09
H -14.7323 -12.9271 -1.7669 -0.06 0.05 0.03 0.03
```
Forces are in eV/Å.

**Energy**: -4438.45648 a.u.
**Net charge**: -1
**LUMO**: 2.209 eV

# 2
The following is a quantum chemistry calculation of 2 unconnected molecules or ions with the total composition C6H14Si in a non-equilibrium geometry, from the OMol25 dataset.

```
21
Properties=species:S:1:pos:R:3:forces:R:3:lowdin_charge:R:1
C 1.6367 -0.0692 0.3174 -2.18 0.22 0.69 -0.17
C 0.5665 0.1024 -0.7852 1.48 -1.38 -1.48 -0.73
C 0.8152 -0.7908 -2.0131 -3.47 -1.83 -1.09 -0.11
C 0.4027 1.4400 -1.2819 -4.66 3.37 -1.73 -0.17
C -0.6323 -2.1650 1.2023 -2.52 0.63 1.64 -0.23
C -1.9697 1.5604 1.8809 2.13 -3.65 -0.40 0.04
Si -0.1957 -0.4386 0.7720 -0.13 1.71 1.02 0.85
H 2.2521 -0.8840 0.0143 0.95 -0.34 0.67 0.05
H 1.9740 0.8370 0.8001 0.71 -0.05 -0.35 0.05
H -0.1208 -0.6406 -2.7252 1.75 -0.19 1.26 0.11
H 0.7380 -1.9150 -1.8293 0.50 1.35 0.11 0.08
H 1.6629 -0.6012 -2.6659 0.44 0.35 0.46 0.07
H 1.1810 1.9318 -1.8318 0.86 -0.22 -0.28 0.08
H -0.0124 2.2105 -0.6090 0.72 -0.39 0.61 0.06
H -0.5636 1.4782 -1.9986 2.09 -0.36 0.93 0.13
H -1.6694 -2.3764 0.8520 0.15 0.39 0.96 0.04
H -0.1779 -2.8709 0.6264 2.23 -1.82 -1.58 -0.02
H -0.4687 -2.4118 2.2858 -0.41 0.29 -1.05 0.05
H -1.2788 1.7339 2.6691 0.19 0.50 0.68 -0.06
H -1.8931 2.1125 0.9974 -0.35 0.90 -1.07 -0.07
H -2.6172 0.6992 1.9936 -0.49 0.51 -0.01 -0.05
```
Forces are in eV/Å.

**Energy**: -526.31915 a.u.
**LUMO (alpha / beta)**: -0.110 / -0.111 eV

# 3
The following is a quantum chemistry calculation of 2 unconnected molecules or ions with the total composition C4H10BN in a non-equilibrium geometry, from the OMol25 dataset.

```
16
Properties=species:S:1:pos:R:3:forces:R:3:lowdin_charge:R:1
B 0.8932 -0.3737 -0.0979 -0.11 -0.03 -0.72 -0.54
C 2.3689 -0.7888 0.1692 1.88 -1.34 0.86 -0.09
C 2.0699 0.6753 0.0194 -0.18 0.31 0.47 -0.07
C -1.5155 -1.4344 0.2212 2.94 -1.44 -1.82 -0.11
C -2.0098 1.7437 -0.3427 -0.46 -0.28 -2.41 0.07
N -0.3501 -0.7082 -0.2137 -0.39 0.06 0.40 0.14
H 2.6838 -1.3468 1.1356 -0.64 1.39 -1.46 0.12
H 2.9615 -1.1514 -0.6805 -0.48 -0.16 0.24 0.09
H 2.5185 1.2700 -0.8084 -0.50 -0.58 0.83 0.10
H 1.8268 1.1619 0.9667 0.47 0.47 -0.29 0.09
H -1.1105 -2.3113 0.8119 -0.92 0.69 -0.53 0.11
H -2.0467 -0.7672 0.8034 -1.66 0.87 1.30 0.04
H -2.0051 -1.7392 -0.7157 -0.49 -0.23 0.78 0.08
H -2.9382 1.2891 -0.7836 1.27 0.39 0.50 0.02
H -2.1070 2.3143 0.5188 -0.33 0.57 1.79 -0.04
H -1.2398 2.1667 -1.0038 -0.43 -0.69 0.07 0.00
```
Forces are in eV/Å.

**Energy**: -237.83278 a.u.
**LUMO (alpha / beta)**: 0.245 / -0.398 eV

# 4
The following is a quantum chemistry calculation of a molecular structure, C21H20BrF3N6OSW in a non-equilibrium geometry, from the OMol25 dataset.

```
54
Properties=species:S:1:pos:R:3:forces:R:3:lowdin_charge:R:1
W 0.0888 -0.0502 0.4398 -0.70 -1.03 -0.82 1.52
S -1.7544 0.9745 -0.8912 0.61 -0.03 0.20 0.73
C -2.6090 -0.4314 -0.3308 0.10 -0.09 -0.16 -0.70
C -3.9778 -0.6530 -0.4048 0.14 -0.15 0.14 -0.04
C -4.4729 -1.8228 0.1411 0.34 0.11 -0.01 -0.01
C -3.5816 -2.7287 0.7152 0.24 0.03 -0.09 -0.02
C -2.2349 -2.4264 0.7514 -0.10 -0.33 0.31 -0.10
N -1.7420 -1.2874 0.2468 -0.59 0.30 -0.24 -0.14
H -4.6195 0.0865 -0.8546 -0.04 0.09 -0.05 0.12
H -5.5320 -2.0273 0.1345 -0.10 -0.03 -0.04 0.13
H -3.9328 -3.6549 1.1408 0.02 -0.06 0.04 0.12
H -1.5343 -3.0957 1.2345 -0.02 0.07 0.00 0.11
Br 1.7565 6.6502 0.3122 -0.05 -0.38 0.01 0.87
C 1.3702 4.8170 0.3179 -0.04 -0.28 0.01 -0.65
C 1.4971 4.0488 1.4750 -0.05 0.29 -0.26 -0.05
C 1.1498 2.7168 1.4472 0.09 -0.01 0.17 -0.10
N 0.6900 2.0896 0.3501 -0.10 0.37 -0.11 -0.14
C 0.6270 2.8272 -0.7769 -0.09 -0.08 -0.17 -0.18
C 0.9460 4.1645 -0.8403 0.09 0.19 0.24 -0.06
H 1.8452 4.4845 2.3959 0.03 0.06 0.12 0.12
H 1.2559 2.1366 2.3531 -0.11 -0.02 -0.07 0.11
H 0.2923 2.3262 -1.6786 -0.01 0.02 0.10 0.07
H 0.8490 4.6946 -1.7744 0.00 0.02 -0.07 0.12
C 1.3367 -4.4993 1.9564 -0.01 -0.06 0.78 0.03
N 1.3113 -4.0290 0.5850 -0.12 0.61 -0.14 -0.02
C 1.6233 -4.8166 -0.4687 -0.03 0.17 -0.80 0.01
C 1.5526 -4.3389 -1.7377 -0.01 -0.13 0.12 0.04
C 1.1363 -2.9919 -1.9440 0.06 -0.16 0.49 -0.33
N 0.8784 -2.2125 -0.8818 -0.13 0.12 0.15 0.14
C 0.9617 -2.7246 0.3596 0.33 -0.65 -0.94 -0.50
O 0.7131 -1.9804 1.3381 -0.52 0.98 0.19 -0.10
N 1.0140 -2.4852 -3.1641 0.02 0.06 -0.13 0.21
H 1.7197 -5.5166 1.9908 -0.01 0.08 -0.06 0.11
H 0.3324 -4.4707 2.3849 0.09 -0.06 -0.08 0.11
H 1.9667 -3.8386 2.5532 0.00 -0.16 -0.03 0.11
H 1.9255 -5.8302 -0.2486 -0.03 -0.02 0.04 0.15
H 1.7846 -4.9658 -2.5799 0.07 -0.16 -0.06 0.13
H 1.1894 -3.0544 -3.9786 -0.04 0.08 0.09 0.14
H 0.6635 -1.5504 -3.3034 -0.02 -0.07 0.04 0.13
C 4.9737 -0.3539 0.2528 -0.39 0.04 0.04 0.00
C 4.3578 -0.4136 1.4948 -0.05 0.05 -0.14 0.00
C 2.9894 -0.2207 1.5854 0.07 0.05 0.30 -0.09
N 2.2291 0.0345 0.5093 0.93 -0.28 -0.12 -0.12
C 2.8333 0.1259 -0.6895 0.07 0.14 -0.18 -0.12
C 4.1894 -0.0661 -0.8599 -0.02 0.00 0.13 -0.01
H 6.0354 -0.5213 0.1557 0.08 0.02 -0.02 0.13
H 4.9346 -0.6059 2.3852 -0.03 -0.01 0.12 0.13
H 2.4811 -0.2564 2.5440 0.01 -0.08 -0.15 0.12
H 2.1881 0.3750 -1.5335 0.18 -0.09 0.13 0.11
H 4.6311 0.0075 -1.8400 -0.03 0.04 -0.13 0.12
F 0.3048 0.3921 3.2571 0.32 0.06 0.34 0.04
C -0.7095 0.3279 2.3475 -0.46 0.26 0.51 -0.68
F -1.5078 -0.6657 2.7914 -0.04 0.13 0.17 0.08
F -1.4066 1.4732 2.4685 0.01 -0.02 0.11 0.08
```
Forces are in eV/Å.

**Spin multiplicity**: 3
**Energy**: -4554.49445 a.u.
**⟨S²⟩**: 2.01
**Net charge**: +2
**LUMO (alpha / beta)**: -5.957 / -6.442 eV